A molecular structure, C33H73N4O12P2Rb, computed with ωB97M-V/def2-TZVPD.

- Charge: 0
- Highest occupied orbital energy: -8.3 eV
- Strongest force on any atom: 1.90 eV/Å
- Energy relative to the best compared isomer or geometry (same formula, charge and spin): 0.000 eV
- HOMO-LUMO gap: 0.3149 Ha
- Electronic energy: -85177.8254 eV

Structure (XYZ):
```
125
C33H73N4O12P2Rb ωB97M-V/def2-TZVPD
H -0.330 -5.452 4.416
O 0.062 -0.063 -3.540
H -4.797 -2.555 1.940
H -2.768 -7.144 -0.176
H 3.283 2.726 -4.254
H 1.888 1.681 -3.905
H -1.854 4.896 -1.261
H 1.592 -2.896 0.839
C 2.548 -0.517 0.805
H -3.971 1.980 -2.135
H 1.888 5.536 -1.998
C -3.441 -4.514 3.422
O -1.143 -4.350 -1.042
H 2.639 -4.385 2.367
H 4.576 -4.588 -0.909
H 3.322 -4.297 3.990
H 2.191 -3.376 -3.618
N -2.203 2.867 -1.334
C -0.570 5.826 0.769
C -0.386 3.657 -2.893
P 0.238 -3.591 -0.967
C -1.515 4.726 2.824
H -0.456 -6.115 -2.962
O -1.650 -3.738 2.029
H 3.414 -3.520 -0.102
H -2.320 0.854 1.360
C -2.576 4.287 0.647
H 3.904 -3.407 -3.162
H 1.286 4.399 2.056
H -1.557 -7.400 -2.427
H -0.877 -0.110 -3.280
H 1.591 5.256 -3.712
H -1.312 6.626 0.723
C -2.923 -3.336 2.629
H -0.469 -6.241 -0.489
C 3.151 2.845 -1.716
H 1.678 3.208 -4.781
N -0.287 3.384 1.136
H 3.795 0.735 -0.367
H -0.846 2.519 1.342
H 1.284 -3.730 5.011
C 2.195 4.940 -2.857
C 2.957 4.517 0.204
C 2.575 -3.861 3.324
H 3.621 5.154 -0.385
O 0.306 -2.965 3.466
H 0.400 -5.668 2.824
C 3.255 0.830 0.570
N 2.386 2.033 0.494
O 0.229 -2.340 -1.736
C -1.226 4.566 1.331
H -2.513 -5.662 0.773
O -2.806 -0.021 0.052
H -2.736 -2.494 3.293
O -2.359 -0.101 -2.131
H 0.812 -4.484 1.111
H -3.442 -5.602 -0.737
C 0.603 -5.383 3.858
H 2.848 -5.459 -2.393
H -4.039 4.538 -2.492
O -1.786 1.283 2.091
H -1.521 1.866 -3.009
H -0.645 5.070 3.387
H -4.790 4.166 -0.933
H 3.998 0.978 1.371
P -0.415 -2.737 2.083
O 2.596 -1.326 -0.157
H -3.009 3.380 1.080
H 0.251 6.176 1.398
C -1.679 2.895 -2.703
H 4.097 3.197 -2.138
H 1.568 1.383 2.251
H 2.765 -2.410 -2.233
H 3.285 -5.303 0.066
H -3.566 -5.385 2.772
H -1.267 0.521 2.411
Rb -0.173 -0.408 -0.303
O -0.821 -1.324 1.984
H -3.919 2.126 -0.367
C -3.850 -2.901 1.517
C 2.041 3.433 -2.618
H 1.937 4.837 0.007
H -3.224 5.110 0.957
H -3.407 -2.082 0.944
H -2.755 -4.775 4.231
H -4.057 -3.740 0.846
C 3.529 -4.482 -0.613
O 1.257 -4.691 -1.472
C -1.385 -6.320 -2.431
C 2.659 -4.534 -1.853
H -1.876 3.786 3.250
H 4.250 2.885 0.092
C 1.937 2.328 1.855
H -2.209 -5.838 -2.962
H -4.412 -4.271 3.857
H -0.150 3.563 -3.957
H 3.199 4.688 1.254
H -0.520 4.726 -2.712
H -4.075 5.756 -1.214
C 2.225 2.719 -3.973
C 0.874 3.401 2.073
H -2.297 5.477 2.945
H 3.143 1.763 -1.881
C 0.642 -3.448 0.800
O 1.984 -0.712 1.907
C -2.591 -6.068 -0.235
C 1.200 -3.990 3.960
H 2.810 -2.807 3.160
H 2.779 2.611 2.511
N 0.701 3.165 -2.038
C -1.321 -5.797 -1.010
H 3.235 5.181 -3.089
C -3.957 4.687 -1.412
H 0.033 3.345 0.152
H 0.474 3.230 3.070
C 2.883 -3.351 -2.774
H 0.389 -0.927 -3.245
H -2.422 3.311 -3.404
C 3.205 3.071 -0.196
H 0.611 2.153 -1.985
C -2.604 4.208 -0.876
H 1.309 -6.107 4.272
C -2.803 0.468 -1.115
C -3.322 1.906 -1.251
H -0.184 5.665 -0.242
```